The following is a quantum chemistry calculation of 7 unconnected molecules or ions with the total composition C20H48O10S3 in a non-equilibrium geometry, from the Open Molecules 2025 dataset.

Computed properties:
SMILES string = O=S1(=O)CCCC1.O=S1(=O)CCCC1.O=S1(=O)CCCC1.CCO.CCO.CCO.CCO
Kohn-Sham gap = 10.06 eV

Structure (XYZ):
```
81
Properties=species:S:1:pos:R:3:mulliken_charge:R:1
S -3.49032 3.79158 -1.05162 1.08
S 0.30283 -1.83503 -3.81103 1.06
S -1.62966 1.72758 5.24990 1.04
O 0.26878 3.60860 -2.88816 -0.57
O -2.30014 1.25119 4.07335 -0.53
O -3.01864 4.80566 -1.97941 -0.64
O 0.93000 -3.13416 -3.68734 -0.75
O -0.19196 -3.28745 2.98826 -0.50
O -4.78876 3.13693 -1.26254 -0.67
O 0.48041 0.16059 -0.46368 -0.11
O 0.87427 -0.64393 -3.20220 -0.64
O 4.46815 -5.89990 -0.68668 -0.53
O -2.30921 1.69825 6.54332 -0.70
C 1.03133 1.98120 4.75963 -0.25
C 0.74416 -0.85772 0.52361 -0.14
C 0.72168 -4.08620 2.29000 0.27
C 0.54033 2.41330 -3.42438 0.28
C 4.17316 -4.74156 -1.46750 -0.60
C 0.85992 -0.28096 1.94446 -0.63
C 1.97724 -4.21941 3.11139 -1.14
C -0.09142 -1.56019 -5.57444 -0.90
C -1.44729 -1.95750 -3.27029 -0.46
C -0.89410 3.48326 5.00702 -0.48
C -1.88904 2.22674 0.53329 -0.19
C -2.26836 -1.59151 -4.53737 -0.76
C -2.93791 2.93575 1.41273 -0.27
C -2.19645 2.45304 -0.97061 -0.04
C -1.37264 -0.79259 -5.54921 -0.31
C 3.13815 -3.85938 -0.74319 -0.59
C -3.45440 4.23957 0.71989 -0.92
C 1.15518 2.42462 -4.84506 -1.15
C 0.12972 0.87090 5.31947 -0.68
C 0.58119 3.33952 5.34768 -0.85
H 3.53590 -3.40946 0.16647 0.39
H 1.69336 -4.73165 4.03070 0.35
H 2.29360 -3.25275 3.50329 0.28
H -4.37393 4.68149 1.10365 0.50
H -1.22675 0.23986 -5.23161 0.07
H -1.60279 -1.35893 -2.37272 0.16
H 1.26809 1.99436 -2.72943 0.30
H 0.34496 -5.07080 2.01298 0.42
H 4.87363 -5.51712 0.09477 0.30
H 2.79881 -4.71991 2.59893 0.30
H 2.15118 2.86691 -4.86660 0.35
H -3.14809 -1.00320 -4.27648 0.40
H 3.85515 -5.01718 -2.47299 0.35
H -1.03248 3.70458 3.94873 0.14
H -0.35378 1.79276 -3.48440 -0.08
H 2.26565 -4.43759 -0.43903 0.25
H -1.48536 4.24457 5.51587 0.52
H -2.68117 5.00769 0.73472 0.37
H 2.08921 1.75620 4.89514 0.44
H -1.51713 -3.00350 -2.97177 0.43
H 1.63008 0.48686 2.01799 0.34
H 0.73799 -1.21732 -6.19300 0.45
H 1.10905 -1.03298 2.69314 0.18
H 0.94413 -3.56096 1.36116 -0.21
H -1.72855 1.17299 0.76122 0.03
H -2.46795 1.51924 -1.46296 0.47
H 1.66751 -1.35481 0.22625 0.22
H 5.11265 -4.20821 -1.61240 0.32
H 0.12332 -0.10202 4.82806 0.25
H -1.94715 -0.72806 -6.47326 0.40
H 0.44140 2.90389 -5.51509 0.35
H -0.04240 0.20208 2.31940 -0.05
H 1.21113 4.17483 5.04184 0.39
H 1.16766 1.37280 -5.13072 0.17
H 0.29389 0.70097 6.38355 0.42
H -1.27894 2.83725 -1.41631 -0.26
H 0.67400 3.35379 6.43363 0.30
H 0.01144 -1.66397 0.55815 0.23
H -0.94395 2.73932 0.71261 0.20
H -3.76135 2.26574 1.65997 0.37
H -1.07725 -3.32143 2.61851 0.29
H 0.96258 2.17524 3.68925 0.07
H -2.60509 -2.52432 -4.98968 0.30
H -0.23245 -2.56494 -5.97279 0.40
H -2.52634 3.24824 2.37246 -0.17
H 2.86106 -3.04254 -1.40959 0.11
H 0.76761 -0.22984 -1.29234 0.07
H 1.05153 3.83085 -2.37874 0.38
```

The following is a quantum chemistry calculation of a molecular structure, C20H50N2O4PtSi2 in a non-equilibrium geometry, from the Open Molecules 2025 dataset.

Computed properties:
Kohn-Sham gap (alpha / beta) = 6.55 / 7.16 eV
Multiplicity = 3

Structure (XYZ):
```
79
Properties=species:S:1:pos:R:3:mulliken_spin:R:1
Pt -0.48750 -1.13428 1.23545 1.01
Si 0.37312 1.51344 3.00856 -0.04
Si 0.50968 -2.54913 -1.15940 -0.02
O -2.67792 -2.89696 2.35953 0.02
O -1.84078 1.37711 -0.40532 -0.03
O 1.20602 2.25778 -4.30559 0.00
O 2.20156 -1.50536 2.08374 0.26
N 1.01022 -1.80873 2.36226 0.21
N -1.34646 -2.55223 2.32586 -0.01
C 0.65504 -2.57287 3.43750 -0.04
C 2.40880 2.01989 -3.55474 0.00
C 0.52840 -3.98750 0.09138 0.05
C 1.79023 1.55872 1.80246 0.05
C -4.14398 1.87102 -0.61891 0.00
C 0.85611 1.09642 -5.09128 0.00
C 2.83649 3.32394 -2.90522 0.00
C -1.01298 2.46526 -0.59099 0.03
C 1.00654 0.82848 4.63019 0.00
C -1.35467 3.32665 -1.78137 0.00
C -0.31685 -0.82467 -0.94959 -0.12
C -0.38283 -3.28229 -2.67562 0.01
C 1.62797 -2.82065 4.50781 0.02
C -0.32012 3.22419 3.27836 0.03
C 0.11031 1.54794 -6.35013 0.00
C -1.41329 -3.86669 4.32244 0.00
C -1.07522 0.43978 2.46611 0.38
C -0.68108 -3.01883 3.38596 0.08
C 2.32723 -2.23368 -1.59946 0.00
C -2.97628 1.11573 -1.17690 0.02
H 0.06783 2.15363 -0.65864 0.00
H 0.30909 0.10574 5.08662 0.00
H 0.80698 2.10076 -7.00623 0.00
H 2.65720 -2.91010 4.12968 0.00
H -1.09035 3.05189 0.34053 0.00
H 1.74281 0.48691 -5.37891 0.00
H 2.10886 2.60125 1.66844 0.00
H -0.87012 4.28580 -1.62572 0.00
H -0.22024 0.64102 -6.87183 0.00
H 2.20861 1.26404 -2.76009 0.00
H -1.87839 0.97468 1.94432 -0.01
H 2.44189 -1.30191 -2.15838 0.00
H -2.22390 -4.39474 3.81691 0.00
H -0.82962 -0.11864 -0.40078 0.15
H -2.43485 3.51565 -1.88046 0.00
H 0.49074 -0.21398 -1.30570 -0.03
H -2.78047 1.42150 -2.23392 0.00
H 1.64882 -2.01008 5.25621 -0.01
H 2.74591 -3.04943 -2.20611 0.00
H 2.62709 0.97530 2.20532 0.00
H -0.73971 -4.59856 4.80223 0.00
H -0.73399 2.17760 -6.08455 0.00
H 2.92264 -2.16287 -0.68107 0.00
H -3.11774 -2.50906 1.58255 0.00
H 2.12122 3.63777 -2.14341 0.00
H -1.44076 -3.43912 -2.44014 0.00
H 1.40877 -3.95113 0.72195 -0.01
H 2.92465 4.13644 -3.66220 0.00
H -3.98172 2.95052 -0.53004 0.00
H 1.97646 0.32303 4.48889 0.00
H -1.85912 -3.28347 5.15151 0.01
H -1.38483 3.18607 3.52991 0.00
H 3.80968 3.16324 -2.45568 0.00
H 3.19838 1.62668 -4.20938 0.00
H -0.31868 -2.60414 -3.53695 0.00
H -1.15758 -1.05036 -1.60539 0.01
H 1.14515 1.67290 5.32492 0.00
H -1.50297 -0.13007 3.31012 0.00
H 1.55559 1.14792 0.81591 -0.02
H -5.03705 1.74213 -1.24844 0.00
H -0.20232 3.84016 2.38454 0.00
H -3.20356 0.01089 -1.21742 0.00
H -4.37724 1.45992 0.38364 0.00
H 0.16943 0.46199 -4.47270 0.00
H 0.56670 -4.91936 -0.48406 0.00
H 0.21986 3.69332 4.10608 0.00
H -0.96285 2.89802 -2.71011 0.00
H 1.38477 -3.73462 5.05178 0.00
H -0.36751 -3.98775 0.70943 0.00
H 0.03864 -4.24988 -2.97630 0.00
```